{
  "formula": "C26H36I2N2O2Si3Sn",
  "method": "wB97M-V/def2-TZVPD",
  "species": ["Sn", "C", "O", "Si", "C", "C", "C", "Si", "C", "C", "C", "Si", "C", "C", "C", "H", "H", "H", "H", "H", "H", "H", "H", "H", "H", "H", "H", "H", "H", "H", "H", "H", "H", "H", "H", "H", "H", "H", "H", "H", "H", "H", "I", "C", "C", "C", "I", "C", "C", "C", "C", "N", "C", "C", "O", "H", "H", "H", "H", "N", "C", "C", "C", "C", "C", "C", "C", "H", "H", "H", "H", "H"],
  "coordinates": [[-0.5364, 0.1078, -0.9860], [0.2359, -2.4011, 2.2599], [0.7967, -1.1227, 1.9247], [1.9055, -0.4078, 2.9220], [3.4818, -1.3664, 3.1001], [1.2565, -0.0794, 4.6265], [2.0536, 1.2019, 1.8215], [3.4177, 1.2588, 0.4882], [3.2943, 2.6452, -0.7343], [3.4198, -0.3699, -0.4329], [4.8752, 1.5115, 1.6515], [0.8954, 2.6617, 2.2606], [0.8026, 4.0015, 0.9840], [-0.8161, 1.9443, 2.5329], [1.7504, 3.2843, 3.8142], [-0.1994, -2.3891, 3.2607], [0.9938, -3.1834, 2.2005], [-0.5529, -2.6143, 1.5405], [3.2363, -2.3030, 3.6105], [4.1820, -0.8431, 3.7544], [3.9932, -1.6168, 2.1732], [1.1380, -1.0413, 5.1339], [0.3000, 0.4392, 4.6635], [1.9835, 0.4829, 5.2158], [2.3674, 2.6131, -1.3100], [4.1246, 2.5309, -1.4380], [3.3866, 3.6319, -0.2840], [2.6408, -0.3618, -1.1998], [3.2937, -1.2589, 0.1796], [4.3734, -0.4478, -0.9625], [4.7790, 2.4034, 2.2711], [5.7297, 1.6733, 0.9860], [5.0915, 0.6553, 2.2839], [0.4708, 3.6362, 0.0101], [1.7369, 4.5449, 0.8524], [0.0551, 4.7204, 1.3346], [-1.4270, 2.1528, 1.6512], [-1.2834, 2.4611, 3.3750], [-0.8453, 0.8745, 2.7296], [2.8180, 3.4628, 3.6832], [1.5974, 2.6482, 4.6814], [1.2853, 4.2555, 4.0114], [0.4213, 4.9100, -2.9326], [-0.2623, 3.2011, -3.8775], [-0.5564, 3.2503, -5.2614], [-1.0014, 2.1536, -5.9425], [-1.4022, 2.3192, -7.9742], [-1.1906, 0.9234, -5.2471], [-1.6403, -0.2756, -5.8270], [-1.7934, -1.4081, -5.0632], [-1.5148, -1.3509, -3.7013], [-1.0874, -0.2353, -3.1203], [-0.9050, 0.8958, -3.8669], [-0.4213, 2.0345, -3.1752], [-0.1303, 1.8906, -1.8722], [-0.4172, 4.1879, -5.7817], [-1.8673, -0.2953, -6.8852], [-2.1352, -2.3361, -5.4971], [-1.6437, -2.2125, -3.0621], [-2.4361, -1.8846, -0.6204], [-3.2387, -2.6946, -0.4590], [-4.2368, -3.7005, -0.2598], [-3.8477, -5.0350, -0.1306], [-4.8193, -6.0011, 0.0563], [-6.1588, -5.6363, 0.1129], [-6.5394, -4.3064, -0.0158], [-5.5806, -3.3275, -0.2040], [-2.8012, -5.3045, -0.1776], [-4.5348, -7.0390, 0.1582], [-6.9140, -6.3968, 0.2586], [-7.5845, -4.0343, 0.0314], [-5.8624, -2.2882, -0.3036]],
  "lowdin_charge": [1.43, -0.09, -0.35, 0.38, -0.14, -0.14, -0.07, 0.45, -0.17, -0.15, -0.12, 0.45, -0.18, -0.16, -0.12, 0.09, 0.09, 0.07, 0.06, 0.05, 0.03, 0.06, 0.04, 0.05, 0.00, 0.06, 0.04, 0.01, 0.02, 0.06, 0.05, 0.06, 0.03, -0.02, 0.04, 0.06, 0.03, 0.06, 0.02, 0.04, 0.03, 0.06, 1.04, -0.63, -0.20, -0.66, 1.02, -0.19, 0.01, -0.01, -0.10, -0.07, -0.16, -0.43, -0.41, 0.09, 0.08, 0.12, 0.10, 0.09, -0.12, -0.23, -0.02, -0.05, -0.04, -0.05, -0.02, 0.12, 0.12, 0.12, 0.12, 0.12],
  "charge": 2,
  "e_tot_ha": -2950.06463,
  "fmax_ev_per_a": 0.17,
  "multiplicity": 1,
  "de_lowest_ev": 0.1230,
  "gap_ev": 4.866
}